Here is C11H13N3O2 in the gas phase in a non-equilibrium geometry from OMol25. Energies are from wB97M-V/def2-TZVPD.

maximum force = 5.3 eV Å⁻¹
frontier orbital gap = 8.74 eV
energy relative to the best compared isomer or geometry (same formula, charge and spin) = 71.9 kcal per mole
electronic energy = -741.54945 Eh
net charge = 0

Each line ends with the natural charge from an NBO analysis.
Atoms and positions in Å:
C: 2.978 -0.656 -0.200  0.60
C: 0.491 -1.525 -0.586  -0.25
C: -0.285 -1.772 0.667  -0.41
C: -1.801 -1.815 0.597  -0.21
C: -2.597 0.000 -1.079  -0.13
C: -2.981 1.331 -0.903  -0.10
C: -2.281 0.608 0.974  0.14
C: 2.477 0.708 -0.105  0.14
C: 3.037 1.908 0.491  -0.23
C: 1.981 2.921 0.319  -0.33
C: 0.737 2.234 -0.283  0.13
H: 2.410 -2.381 -0.873  0.40
H: -0.067 -0.637 -1.189  0.25
H: 0.262 -2.456 -1.066  0.19
H: -0.133 -1.068 1.555  0.21
H: 0.146 -2.745 1.141  0.22
H: -2.171 -2.590 -0.087  0.21
H: -2.117 -2.098 1.673  0.23
H: -2.890 -0.659 -1.834  0.22
H: -3.392 1.930 -1.715  0.21
H: -2.023 0.386 2.070  0.20
H: 4.112 2.226 0.686  0.26
H: 2.326 3.994 0.417  0.24
H: -0.390 2.475 -0.309  0.25
N: 1.979 -1.603 -0.240  -0.62
N: -2.240 -0.447 0.110  -0.34
N: -2.826 1.795 0.418  -0.45
O: 4.190 -0.974 -0.149  -0.60
O: 1.066 0.910 -0.503  -0.45